No. 1
{
  "formula": "C6H11N",
  "method": "ωB97M-V/def2-TZVPD",
  "spin_multiplicity": 2,
  "charge": -1,
  "s2": 0.77,
  "elements": ["C", "N", "C", "C", "C", "C", "C", "H", "H", "H", "H", "H", "H", "H", "H", "H", "H", "H"],
  "xyz": [[1.7332, 2.1581, -0.3561], [1.4554, 0.7805, -0.5362], [0.4780, 0.1020, 0.0356], [-0.2107, -1.0551, -0.4267], [-1.5142, -1.4915, -0.0507], [-2.2916, -2.4531, -0.7550], [0.1076, 0.5481, 1.4539], [0.7998, 2.7326, -0.1223], [2.0106, 2.7300, -1.2231], [2.5701, 2.3113, 0.3839], [1.9536, 0.4581, -1.3732], [0.1726, -1.5205, -1.3421], [-2.0676, -1.0771, 0.8389], [-3.1982, -2.9823, -0.3455], [-2.0259, -2.8468, -1.7576], [0.8489, 0.0388, 2.0772], [0.0322, 1.5103, 1.9251], [-0.8539, 0.0564, 1.5739]],
  "lowdin_spin": [0.103, 0.100, 0.256, 0.036, 0.094, 0.181, 0.067, 0.019, 0.027, 0.008, 0.030, 0.000, 0.001, 0.021, 0.018, 0.033, 0.004, 0.002]
}



No. 2
{
  "formula": "C3H4O3",
  "method": "ωB97M-V/def2-TZVPD",
  "elements": ["O", "C", "O", "C", "C", "O", "H", "H", "H", "H"],
  "xyz": [[0.0190, -2.2434, 0.2296], [-0.0035, -1.2298, -0.4075], [1.1123, -0.4827, -0.6951], [0.6628, 0.3427, 0.4254], [-0.6474, 0.8505, -0.2146], [-1.1084, -0.4602, -0.6482], [0.4283, -0.5664, 1.1483], [1.4482, 1.0048, 0.7716], [-1.3728, 1.2728, 0.4842], [-0.5385, 1.5117, -1.0937]],
  "lowdin_charge": [0.161, -0.629, 0.040, -0.100, -0.080, 0.034, 0.174, 0.136, 0.128, 0.136]
}



No. 3
{
  "formula": "C3BrF7O2S",
  "method": "ωB97M-V/def2-TZVPD",
  "elements": ["C", "C", "C", "O", "O", "F", "F", "F", "F", "F", "F", "F", "S", "Br"],
  "xyz": [[-0.3690, -0.1078, 0.4761], [-0.7199, -1.5140, -0.0217], [-1.2745, 1.0260, 0.1379], [2.1469, 1.8204, 0.2729], [1.9626, 0.7853, -1.9923], [0.0545, -0.0052, 1.7826], [-1.3815, -1.6057, -1.1962], [0.4854, -2.1584, -0.1336], [-1.4073, -2.2509, 0.8446], [-2.5224, 0.6010, 0.0542], [-0.9379, 1.6783, -0.9699], [-1.3277, 1.9441, 1.1259], [1.9277, 0.7057, -0.5323], [3.3632, -0.9189, 0.1518]],
  "lowdin_charge": [-0.055, -0.540, -0.618, -0.345, -0.364, 0.097, 0.174, 0.072, 0.183, 0.191, 0.171, 0.161, 0.430, 0.443]
}



No. 4
{
  "formula": "CH3N3S2",
  "method": "ωB97M-V/def2-TZVPD",
  "elements": ["S", "N", "N", "N", "S", "C", "H", "H", "H"],
  "xyz": [[0.3906, -2.8513, 0.2681], [0.4953, -1.1516, 0.1647], [1.6117, -0.5304, 0.2663], [1.5484, 0.7633, -0.0103], [-0.0873, 1.4919, -0.0435], [-0.6869, -0.3458, -0.0305], [2.3764, 1.2945, 0.1986], [-1.3651, -0.5858, -0.9401], [-1.3949, -0.7104, 0.7349]],
  "lowdin_charge": [0.422, -0.719, -0.033, -0.341, 0.844, -0.442, 0.092, 0.107, 0.070]
}



No. 5
{
  "formula": "C35H62As2I2N4O16PRbS2",
  "method": "ωB97M-V/def2-TZVPD",
  "charge": -2,
  "elements": ["Rb", "O", "S", "O", "O", "C", "C", "C", "C", "C", "C", "S", "O", "O", "O", "H", "H", "H", "H", "O", "H", "H", "O", "H", "H", "I", "I", "N", "H", "H", "H", "C", "N", "C", "C", "N", "H", "H", "H", "H", "H", "H", "C", "O", "C", "O", "C", "C", "As", "C", "C", "C", "As", "C", "C", "O", "O", "C", "C", "O", "O", "C", "C", "O", "O", "C", "H", "H", "H", "H", "H", "H", "H", "H", "H", "H", "H", "H", "H", "H", "H", "H", "H", "H", "C", "C", "C", "C", "P", "N", "C", "C", "C", "C", "C", "C", "C", "C", "H", "H", "H", "H", "H", "H", "H", "H", "H", "H", "H", "H", "H", "H", "H", "H", "H", "H", "H", "H", "H", "H", "H", "H", "H", "H", "H"],
  "xyz": [[-0.8831, 0.7034, -0.6505], [-2.9561, 2.5217, -0.1816], [-2.3658, 3.4548, -1.1238], [-2.2455, 4.8149, -0.6367], [-1.1303, 2.9562, -1.7243], [-3.5203, 3.5899, -2.5011], [-4.3620, 4.6937, -2.4791], [-5.2557, 4.9276, -3.5129], [-5.3082, 4.0584, -4.5881], [-4.4797, 2.9476, -4.6143], [-3.5925, 2.7055, -3.5742], [-2.6259, 1.1997, -3.7036], [-1.2768, 1.6622, -4.1728], [-3.2778, 0.4174, -4.7281], [-2.5670, 0.6199, -2.3881], [-4.2857, 5.3738, -1.6425], [-5.9040, 5.7947, -3.4791], [-5.9960, 4.2369, -5.4056], [-4.5178, 2.2375, -5.4285], [-0.2798, -0.7619, 2.0109], [0.5850, -1.0118, 1.6713], [-0.8832, -1.4611, 1.5354], [1.4221, 1.9440, -2.5983], [1.6886, 2.8134, -2.2747], [0.4563, 2.0283, -2.6161], [-0.1561, -0.3356, -4.5301], [1.4383, -2.5943, -5.3395], [-3.8027, 0.7371, 2.4074], [-3.8290, -0.1921, 1.9958], [-2.9290, 0.7614, 2.9226], [-3.6860, 1.3779, 1.6259], [3.6925, -0.2845, -3.0115], [3.2397, -1.2311, -2.0060], [3.7425, -2.5906, -2.0443], [2.2794, -0.9179, -1.1718], [1.4725, -0.6562, -0.3840], [3.6906, -0.7750, -3.9864], [4.7040, 0.0639, -2.7752], [3.0059, 0.5581, -3.0452], [4.8348, -2.5779, -1.9806], [3.4369, -3.0850, -2.9697], [3.3432, -3.1462, -1.1994], [1.1666, 5.7437, -1.5565], [1.7855, 4.5286, -1.0850], [1.4655, 4.1755, 0.1678], [0.7539, 4.8327, 0.8855], [2.1504, 2.9024, 0.5541], [3.5064, 2.9497, 0.6088], [3.9706, 4.7195, 1.2908], [5.8855, 4.8032, 1.7234], [3.2490, 4.0174, 3.0078], [2.2213, 3.1827, 3.1782], [1.3438, 1.7472, 1.9798], [-0.5297, 2.2993, 2.1608], [1.6483, 3.0244, 4.5476], [1.8350, 2.0381, 5.2192], [0.8856, 4.0157, 5.0243], [0.5503, 5.1425, 4.1990], [3.8836, 4.7383, 4.1463], [3.8234, 5.9401, 4.2659], [4.5950, 4.0280, 5.0359], [4.9112, 2.6512, 4.7816], [4.3468, 1.7862, 0.9762], [5.4774, 1.8598, 1.4106], [3.7462, 0.6278, 0.7208], [4.4401, -0.5551, 1.1061], [1.3968, 5.7879, -2.6178], [1.6032, 6.5928, -1.0280], [0.0953, 5.7047, -1.3884], [6.4187, 5.0124, 0.7951], [6.2811, 3.8983, 2.1672], [6.0043, 5.6582, 2.3908], [-0.6986, 3.3555, 2.0011], [-0.7990, 2.0065, 3.1782], [-1.1675, 1.7301, 1.4843], [1.3644, 5.8673, 4.2099], [-0.3400, 5.5683, 4.6553], [0.3379, 4.8456, 3.1761], [5.6727, 2.4040, 5.5181], [5.3130, 2.5229, 3.7786], [4.0360, 2.0180, 4.9236], [3.7179, -1.3591, 0.9936], [4.7755, -0.4778, 2.1406], [5.3020, -0.7128, 0.4554], [0.9169, -4.2470, 0.6452], [-0.1260, -4.7206, -0.3733], [-0.1073, -6.2479, -0.4524], [0.3567, -4.1686, -1.7192], [-1.7867, -3.8446, 0.0656], [-1.6068, -2.4075, 0.5319], [-2.6230, -4.9422, 1.4294], [-3.2004, -6.3034, 1.0433], [-3.7301, -4.0845, 2.0604], [-1.5905, -5.1523, 2.5439], [-2.8880, -4.0042, -1.5015], [-2.8992, -5.3375, -2.2516], [-4.3249, -3.6755, -1.0758], [-2.4746, -2.8859, -2.4684], [1.9104, -4.5618, 0.3040], [0.7682, -4.6522, 1.6440], [0.8859, -3.1590, 0.7116], [0.8631, -6.5737, -0.8456], [-0.8743, -6.6413, -1.1197], [-0.2334, -6.7180, 0.5236], [1.4050, -4.4473, -1.8612], [0.2876, -3.0797, -1.7465], [-0.1883, -4.5706, -2.5704], [-4.0501, -6.2116, 0.3669], [-3.5619, -6.8099, 1.9471], [-2.4636, -6.9577, 0.5764], [-4.6645, -4.1294, 1.5042], [-3.3994, -3.0454, 2.1050], [-3.9330, -4.4395, 3.0762], [-0.8207, -5.8762, 2.2774], [-2.1015, -5.5331, 3.4351], [-1.1147, -4.2055, 2.8031], [-3.1818, -6.1803, -1.6186], [-1.9366, -5.5623, -2.7089], [-3.6313, -5.2778, -3.0650], [-4.8028, -4.4984, -0.5436], [-4.9208, -3.4714, -1.9704], [-4.3419, -2.7863, -0.4449], [-1.6019, -3.1411, -3.0667], [-2.2619, -1.9728, -1.9123], [-3.2936, -2.6763, -3.1628]],
  "lowdin_charge": [0.940, -0.390, 0.424, -0.321, -0.510, -0.198, -0.058, -0.085, -0.087, -0.058, -0.206, 0.371, -0.653, -0.352, -0.535, 0.107, 0.096, 0.096, 0.107, -0.278, -0.067, -0.077, -0.121, 0.022, -0.044, 0.693, -0.073, 0.035, 0.002, -0.011, -0.024, -0.052, -0.173, -0.060, -0.312, 0.103, 0.043, 0.085, 0.059, 0.085, 0.029, 0.075, -0.009, -0.090, -0.621, 0.084, -0.279, -0.297, 1.379, -0.296, -0.289, -0.251, 1.432, -0.290, -0.558, 0.097, -0.005, -0.022, -0.554, 0.084, -0.009, -0.027, -0.542, 0.060, -0.119, -0.032, 0.097, 0.093, 0.081, 0.019, 0.004, 0.021, 0.024, 0.047, -0.071, 0.086, 0.097, 0.063, 0.095, 0.071, 0.080, 0.084, 0.098, 0.098, -0.107, -0.586, -0.094, -0.123, 0.774, -0.271, -0.594, -0.101, -0.118, -0.117, -0.589, -0.092, -0.106, -0.115, 0.069, 0.055, 0.049, 0.077, 0.056, 0.055, 0.064, 0.068, 0.051, 0.053, 0.076, 0.055, 0.055, 0.057, 0.071, 0.050, 0.072, 0.080, 0.054, 0.056, 0.081, 0.051, 0.078, 0.079, 0.042, 0.042, 0.086]
}



No. 6
{
  "formula": "C6H8",
  "method": "ωB97M-V/def2-TZVPD",
  "elements": ["C", "C", "C", "C", "C", "C", "H", "H", "H", "H", "H", "H", "H", "H"],
  "xyz": [[2.0806, -0.0557, -0.0032], [0.6465, -0.0515, 0.0540], [-0.2629, -1.0844, -0.0178], [-1.6917, -0.5936, -0.0121], [-1.4457, 0.9034, 0.0929], [-0.1186, 1.1602, 0.0016], [2.4312, 0.2599, 1.0278], [2.5097, 0.7953, -0.6408], [2.4031, -1.0283, -0.2951], [-0.1867, -2.1653, 0.0460], [-2.1137, -0.9725, 0.9002], [-2.2501, -1.0161, -0.8520], [-2.2916, 1.6744, -0.1292], [0.2899, 2.1741, -0.1723]],
  "lowdin_charge": [-0.075, -0.348, -0.052, -0.192, -0.097, -0.088, 0.105, 0.109, 0.068, 0.103, 0.106, 0.121, 0.124, 0.117]
}



Asked for energy relative to the best compared isomer or geometry (same formula, charge and spin) across the records above, the calculation gives 40.1, 60.7, 0.0, 41.1, 5.4, 16.2 kcal/mol in order.